DFT (ωB97M-V/def2-TZVPD) results for 11 unconnected molecules or ions with the total composition C25H45Cl9N2O18 at a distorted geometry.

XYZ file:
```
99
Properties=species:S:1:pos:R:3:forces:R:3
C 13.72368 0.56619 16.34581 -0.703 -0.388 -0.114
O 13.47078 -0.79721 16.79642 3.534 2.971 1.378
C 12.52120 -1.50425 16.31032 -2.378 1.612 -1.125
O 11.66775 -1.05204 15.55436 0.666 -1.648 0.439
O 12.65752 -2.64626 16.93104 -0.231 -2.532 0.371
C 11.87588 -3.78817 16.54310 -0.688 0.735 -0.651
H 14.68397 0.96584 16.67175 0.459 -1.112 -0.109
H 13.07645 1.29293 16.83678 -0.796 -0.376 -0.386
H 13.62726 0.52691 15.26079 -0.041 0.585 0.121
H 11.71611 -4.48897 17.36252 0.316 0.501 0.241
H 12.36313 -4.32187 15.72709 0.035 0.140 -0.024
H 10.92248 -3.37458 16.21438 -0.156 -0.453 -0.157
C 14.54790 6.25093 5.86006 0.177 0.909 -0.048
O 14.27607 5.37567 6.94394 -1.021 -0.446 0.208
C 15.07907 5.38583 8.01639 4.722 4.778 -3.615
O 16.06951 6.16836 8.10782 -2.969 -1.743 0.230
O 14.84700 4.40035 8.74277 -1.078 -2.765 3.213
C 15.56430 4.29866 9.98223 0.797 -0.804 0.933
H 14.46762 7.29391 6.16643 0.586 0.000 0.319
H 13.77634 6.20312 5.09162 -0.121 -0.897 0.253
H 15.52050 6.01877 5.42622 -0.022 0.206 0.089
H 15.75374 5.22659 10.52183 -0.593 0.289 -0.432
H 16.54859 3.83798 9.89831 0.076 0.119 -0.872
H 15.06240 3.57559 10.62516 -0.577 0.336 -0.279
C 22.87276 3.71842 14.68354 0.144 -1.018 -1.639
O 22.59787 4.34623 15.86432 -2.773 0.412 3.847
C 21.38188 4.06500 16.51255 -1.559 0.680 -1.042
O 20.34011 3.54009 16.02863 4.149 1.497 1.487
O 21.45407 4.64277 17.76458 0.325 -0.829 -3.103
C 20.22334 4.89669 18.40195 -1.036 -0.097 1.062
H 22.29077 4.14488 13.86652 -0.225 -0.206 -0.112
H 22.68504 2.65222 14.81030 0.077 -0.116 -0.522
H 23.92322 3.90484 14.46025 0.007 -0.140 0.099
H 19.41053 5.42975 17.90871 0.775 0.589 -1.051
H 20.52671 5.51971 19.24333 -0.359 -0.504 0.292
H 19.66622 3.98868 18.63267 0.625 -0.235 0.710
C 15.45908 6.49805 20.27141 -0.773 -1.452 0.779
O 15.41206 5.81278 18.98147 0.325 1.154 0.172
C 16.39778 4.96283 18.73807 1.330 -2.068 1.756
O 17.24515 4.58400 19.56933 -1.615 1.207 -2.210
O 16.23417 4.43909 17.50294 -1.207 0.669 0.683
C 17.20192 3.54002 17.04761 2.267 -0.118 -0.654
H 15.37778 5.72665 21.03720 0.549 -0.191 0.048
H 14.51156 7.00891 20.44269 0.243 0.472 -0.886
H 16.33967 7.10039 20.49466 -0.068 -0.032 -0.662
H 18.14644 4.08392 17.03517 0.139 -0.456 0.166
H 17.10234 3.25772 15.99951 -0.985 0.448 -0.008
H 17.33766 2.59391 17.57157 -0.396 0.276 0.660
C 19.15164 4.33091 12.14452 0.975 -0.382 -1.442
O 18.20517 4.46665 13.15863 1.094 1.931 1.502
C 17.12379 3.77000 13.11103 -0.524 -2.060 -2.572
O 17.01560 2.74261 12.43054 -0.410 0.997 1.221
O 16.17713 4.40176 13.75764 -1.347 -0.280 1.079
C 14.88153 3.76413 13.73930 -0.905 0.099 -0.691
H 19.79128 5.20546 12.02574 -0.428 0.370 0.754
H 18.63375 4.24448 11.18931 0.124 -0.447 0.045
H 19.84797 3.51130 12.32197 -0.364 -0.359 -0.093
H 14.46385 3.81386 12.73374 0.347 -0.336 -0.204
H 14.12689 4.32472 14.29100 0.779 0.325 0.583
H 14.86726 2.73040 14.08470 0.456 0.083 -0.002
C 22.27218 6.38173 11.30154 1.557 -1.112 -0.642
O 22.38988 6.65657 12.70051 1.329 0.087 1.322
C 23.66568 6.67782 13.29487 0.100 0.738 -1.305
O 24.73065 6.38571 12.77979 -1.874 0.024 0.429
O 23.55134 7.21470 14.52437 -3.282 -0.657 -2.199
C 24.66957 7.45971 15.24401 2.453 -0.179 1.544
H 23.03447 6.91133 10.73011 -0.352 0.624 0.026
H 21.26535 6.47785 10.89518 0.013 0.766 0.679
H 22.53402 5.35428 11.04877 0.022 -0.328 0.576
H 24.39021 7.74125 16.25928 -0.290 0.046 -0.167
H 25.29100 8.25431 14.83106 -0.011 -0.022 -0.218
H 25.25697 6.54555 15.32990 0.322 0.062 -0.031
Cl 13.23328 6.96566 15.13360 -0.596 -0.209 -0.476
C 12.29810 6.91914 13.56968 0.316 -0.753 0.954
Cl 12.19541 8.52843 12.95512 -0.365 0.481 -0.319
Cl 10.68103 6.12193 13.79039 1.223 0.630 -0.151
H 12.94363 6.34233 12.90735 -0.636 -0.192 -0.008
Cl 22.36667 2.54340 10.72608 0.438 -0.039 0.588
C 21.72178 2.82699 9.15727 0.044 -0.137 -1.320
Cl 22.35009 4.30087 8.37925 0.006 0.165 0.221
Cl 19.97197 2.83983 9.19308 -0.197 0.117 -0.068
H 22.02517 2.04406 8.46223 -0.068 -0.073 0.448
Cl 17.33804 1.10950 9.27694 0.083 0.251 0.560
C 16.00348 0.44230 10.20607 0.201 -0.830 -0.215
Cl 16.36192 -1.32348 10.39003 -0.614 0.615 -0.023
Cl 14.53666 0.81691 9.30184 -0.355 -0.398 0.010
H 15.83061 0.81997 11.21383 0.705 0.307 -0.278
C 11.17370 2.19075 9.85619 1.449 0.629 1.075
C 11.71582 3.26199 10.76208 -0.980 -1.402 -0.892
N 12.08977 4.06002 11.48817 0.471 0.554 0.375
H 10.80649 2.67677 8.95228 -0.321 -0.456 0.160
H 10.52826 1.51742 10.42024 -0.603 0.543 -0.242
H 12.02435 1.54188 9.64775 0.064 0.196 -0.452
C 18.97740 0.83630 14.53875 0.748 -0.168 -0.361
C 19.74996 0.55363 13.30245 1.500 -0.664 -2.742
N 20.38880 0.32309 12.33337 -2.166 0.793 3.298
H 19.65742 0.64825 15.36960 -0.075 0.124 0.110
H 18.11930 0.17397 14.65315 0.015 0.100 -0.277
H 18.68716 1.88675 14.55941 -0.016 -0.131 -0.025
```
Forces are in eV/Å.

LUMO energy: 0.243 eV
Strongest force on any atom: 7.63 eV/Å
Frontier orbital gap: 10.63 eV
Net charge: 0
Electronic energy: -179187.7676 eV
SMILES string: COC(=O)OC.COC(=O)OC.COC(=O)OC.COC(=O)OC.COC(=O)OC.COC(=O)OC.ClC(Cl)Cl.ClC(Cl)Cl.ClC(Cl)Cl.CC#N.CC#N
HOMO level: -10.39 eV

Results of the Mulliken charge analysis, in e, for atoms 1 through 5: atom 1 (C): -0.600, atom 2 (O): -0.295, atom 3 (C): 0.847, atom 4 (O): -0.603, atom 5 (O): -0.329

***

DFT (ωB97M-V/def2-TZVPD) results for 4 unconnected molecules or ions with the total composition C3H14NO3 at a distorted geometry.

XYZ file:
```
21
Properties=species:S:1:pos:R:3:forces:R:3
C 0.85956 1.59886 0.73628 -1.353 0.564 -0.102
C -0.27011 0.61790 1.06789 -0.076 -2.659 -2.681
C -1.65448 -1.14093 -0.21696 -0.715 0.043 0.854
N -0.56301 -0.34496 -0.16750 2.152 2.229 1.311
H 0.61774 2.57838 1.18121 0.359 -0.406 0.278
H 1.83679 1.25914 1.04636 0.208 -0.035 -0.056
H 0.81756 1.82719 -0.32799 0.325 -0.273 -0.177
H 0.02122 -0.08014 1.87620 -0.590 0.751 0.058
H -1.23926 1.09239 1.13830 -0.017 0.225 0.895
H -1.79312 -1.82801 -1.03158 0.067 -0.057 -0.054
H -2.36470 -1.06420 0.61015 0.274 -0.218 -0.415
H 0.22826 -0.48964 -0.82254 -1.150 0.050 0.731
H 0.79033 -0.83234 -3.10964 -0.032 -0.133 0.458
H 1.94398 -1.10513 -2.11739 -0.658 0.012 0.124
O 0.96397 -1.13466 -2.20274 1.224 -0.117 -1.132
H -4.65237 0.36646 2.69705 0.328 0.040 0.027
H -4.01729 0.02966 1.36817 0.260 0.093 0.105
O -3.78816 0.32502 2.26164 -0.598 -0.083 -0.146
H 4.33766 -0.25580 -2.00671 -0.123 0.057 0.028
H 4.23042 -0.92754 -0.65392 -0.170 -0.046 0.067
O 3.69500 -0.49164 -1.32627 0.287 -0.040 -0.174
```
Forces are in eV/Å.

LUMO energy (spin up / spin down): 0.315 / 0.313 eV
2S+1: 2
Strongest force on any atom: 3.78 eV/Å
Frontier orbital gap (spin up / spin down): 5.05 / 9.52 eV
Net charge: 0
Electronic energy: -10968.3394 eV
HOMO level (spin up / spin down): -4.74 / -9.21 eV

Results of the natural (NBO) charge analysis, in e, for atoms 1 through 5: atom 1 (C): -0.633, atom 2 (C): -0.216, atom 3 (C): -0.368, atom 4 (N): -0.607, atom 5 (H): 0.214

***

DFT (ωB97M-V/def2-TZVPD) results for a molecular structure, C19H15N5OPd at a distorted geometry.

XYZ file:
```
41
Properties=species:S:1:pos:R:3:forces:R:3
Pd 0.60437 0.36323 -1.90422 1.087 -0.521 -0.675
C 1.58195 -2.02269 -3.03123 0.256 -0.038 0.071
C 1.43661 -3.02237 -2.09894 0.042 0.041 -0.007
C 1.80203 -2.79690 -0.76020 -0.060 -0.110 -0.002
C 2.23881 -1.53427 -0.39055 0.030 0.141 0.010
N 2.53830 -0.58361 -1.31187 -0.012 -0.036 -0.081
C 2.18616 -0.79023 -2.62603 -0.211 -0.296 0.352
N 2.33601 -1.22045 0.98448 0.163 0.001 -0.063
C 1.63616 -0.18105 1.34145 -0.166 -0.076 0.017
N 0.88676 0.59585 0.55473 -0.112 0.207 0.016
C -0.00141 1.31458 1.28615 0.025 -0.463 0.011
N -1.07551 1.87632 0.84772 0.055 0.295 -0.122
C -1.27145 1.77291 -0.56077 -0.075 0.213 -0.201
C -2.40682 0.90589 -0.98507 -0.025 -0.111 -0.027
C -2.90497 1.30847 -2.30964 0.041 0.061 0.007
C -1.97534 1.77285 -3.20818 -0.034 0.026 0.086
C -0.67972 2.13121 -2.79047 -0.412 0.260 0.316
N -0.43013 2.28851 -1.42777 -0.553 0.341 0.364
C 0.36221 1.15967 2.73512 0.054 0.151 -0.075
C -0.08492 1.76285 3.89158 -0.085 0.008 0.142
C 0.51781 1.41363 5.10397 -0.046 0.009 -0.096
C 1.54053 0.47238 5.14122 -0.001 -0.033 -0.109
C 1.98475 -0.13878 3.96496 0.034 -0.051 0.107
C 1.39604 0.22303 2.77180 0.122 -0.020 -0.072
H 1.31096 -2.17364 -4.06855 -0.056 0.032 -0.021
H 1.01093 -3.97737 -2.39126 -0.016 -0.019 0.013
H 1.64556 -3.54366 0.00817 0.007 0.010 -0.008
H 2.69361 -0.16671 -3.35434 0.019 0.063 -0.076
H -3.17588 0.86691 -0.20745 -0.034 0.019 0.029
H -3.93087 1.09950 -2.59645 0.018 -0.035 -0.028
H -2.24761 1.94199 -4.24814 0.002 -0.037 -0.021
H -0.06236 2.73575 -3.44188 0.165 -0.090 -0.038
H -0.88407 2.49365 3.85104 -0.009 -0.006 -0.011
H 0.18829 1.87975 6.02648 -0.011 0.017 0.004
H 1.99647 0.21551 6.09100 0.018 -0.010 0.019
H 2.77993 -0.87512 3.97995 -0.007 -0.005 -0.020
C -2.73795 -1.54274 -0.97036 -0.039 0.149 -0.096
O -1.82417 -0.49236 -1.01981 -0.145 -0.045 0.268
H -3.77908 -1.18525 -0.98957 -0.006 -0.008 0.000
H -2.59737 -2.13630 -0.05673 -0.009 -0.012 0.029
H -2.60462 -2.21097 -1.83035 -0.011 -0.020 -0.009
```
Forces are in eV/Å.

LUMO energy: 5.205 eV
Strongest force on any atom: 1.38 eV/Å
Frontier orbital gap: 4.33 eV
Net charge: -2
Electronic energy: -32921.2832 eV
HOMO level: 0.87 eV

Results of the natural (NBO) charge analysis, in e, for atoms 1 through 5: atom 1 (Pd): 0.381, atom 2 (C): -0.305, atom 3 (C): -0.235, atom 4 (C): -0.356, atom 5 (C): 0.363